1.
The ion C5H12NO2 with charge +1. Source: the Open Molecules 2025 dataset; level of theory: ωB97M-V/def2-TZVPD.

The HOMO-LUMO gap is 10.22 eV. As for the total charge: +1.

Last columns: bonded neighbours and bond lengths (Å).
Geometry (Å):
1 C -1.099 2.156 -0.199  C2 1.493, H9 1.088, H10 1.096, H11 1.116
2 C -0.999 0.666 -0.249  C1 1.493, C3 1.533, N8 1.510, H12 1.104
3 C 0.459 0.257 -0.013  C2 1.533, C4 1.550, H13 1.141, H14 1.130
4 C 0.760 -1.253 -0.187  C3 1.550, C5 1.522, H15 1.110, H16 1.113
5 C 2.233 -1.532 0.079  C4 1.522, O6 1.380, O7 1.189
6 O 2.771 -2.160 -1.025  C5 1.380, H17 0.973
7 O 2.878 -1.340 1.059  C5 1.189
8 N -1.998 0.074 0.717  C2 1.510, H18 1.020, H19 1.020, H20 1.040
9 H -0.647 2.709 -1.020  C1 1.088
10 H -0.629 2.613 0.679  C1 1.096
11 H -2.168 2.473 -0.145  C1 1.116
12 H -1.294 0.239 -1.223  C2 1.104
13 H 0.774 0.473 1.063  C3 1.141
14 H 1.191 0.653 -0.777  C3 1.130
15 H 0.126 -1.945 0.406  C4 1.110
16 H 0.542 -1.514 -1.246  C4 1.113
17 H 3.704 -2.236 -0.758  O6 0.973
18 H -2.960 0.332 0.496  N8 1.020
19 H -1.895 -0.937 0.634  N8 1.020
20 H -1.750 0.273 1.707  N8 1.040

Results of the Mulliken charge analysis, in e, for atoms 1 through 5: atom 1 (C): -1.435, atom 2 (C): 0.203, atom 3 (C): -0.648, atom 4 (C): -0.544, atom 5 (C): 0.349

---

2.
The ion C5H12NO2 with charge +1. Source: the Open Molecules 2025 dataset; level of theory: ωB97M-V/def2-TZVPD.

The HOMO-LUMO gap is 9.99 eV. As for the total charge: +1.

Last columns: bonded neighbours and bond lengths (Å).
Geometry (Å):
1 C 0.390 -0.011 2.158  C2 1.513, H9 1.103, H10 1.095, H11 1.086
2 C 0.478 0.664 0.807  C1 1.513, C3 1.546, N8 1.540, H12 1.084
3 C -0.384 -0.046 -0.263  C2 1.546, C4 1.548, H13 1.086, H14 1.085
4 C 0.539 -0.869 -1.195  C3 1.548, C5 1.516, H15 1.086, H16 1.080
5 C -0.176 -1.678 -2.259  C4 1.516, O6 1.361, O7 1.187
6 O -1.312 -1.028 -2.631  C5 1.361, H17 0.972
7 O 0.146 -2.735 -2.693  C5 1.187
8 N -0.051 2.104 0.944  C2 1.540, H18 1.025, H19 1.023, H20 1.017
9 H -0.266 0.486 2.893  C1 1.103
10 H 1.321 -0.177 2.710  C1 1.095
11 H -0.104 -0.978 2.189  C1 1.086
12 H 1.509 0.700 0.470  C2 1.084
13 H -1.112 0.568 -0.784  C3 1.086
14 H -0.879 -0.850 0.271  C3 1.085
15 H 1.334 -0.316 -1.687  C4 1.086
16 H 1.000 -1.593 -0.539  C4 1.080
17 H -1.788 -1.502 -3.333  O6 0.972
18 H -0.744 2.280 0.210  N8 1.025
19 H -0.619 2.210 1.788  N8 1.023
20 H 0.717 2.772 0.945  N8 1.017

Results of the Mulliken charge analysis, in e, for atoms 1 through 5: atom 1 (C): -1.387, atom 2 (C): 0.438, atom 3 (C): -0.971, atom 4 (C): -0.534, atom 5 (C): 0.280

---

Energies relative to the minimum, kJ/mol: 1 0.0; 2 18.8

---

1.
The ion C3H3ClNO with charge +1. Source: the Open Molecules 2025 dataset; level of theory: ωB97M-V/def2-TZVPD.

The HOMO-LUMO gap (alpha / beta) is 7.64 / 7.64 eV. As for the total charge: +1.

Last columns: bonded neighbours and bond lengths (Å).
Geometry (Å):
1 C -1.041 0.551 -0.138  C2 1.306, C3 1.504, H7 1.102
2 C -2.308 0.233 -0.145  C1 1.306, Cl6 1.541
3 C -0.150 -0.640 0.087  C1 1.504, N4 1.369, H8 1.166, H9 1.194
4 N -1.021 -1.687 0.219  C3 1.369, O5 1.172
5 O -0.660 -2.780 -0.003  N4 1.172
6 Cl -3.846 0.248 -0.053  C2 1.541
7 H -0.406 1.449 -0.197  C1 1.102
8 H 0.659 -0.966 -0.687  C3 1.166
9 H 0.420 -0.593 1.135  C3 1.194

Results of the Mulliken charge analysis, in e, for atoms 1 through 5: atom 1 (C): -0.144, atom 2 (C): 0.291, atom 3 (C): -0.173, atom 4 (N): 0.124, atom 5 (O): -0.249

---

2.
The ion C3H3ClNO with charge +1. Source: the Open Molecules 2025 dataset; level of theory: ωB97M-V/def2-TZVPD.

The HOMO-LUMO gap (alpha / beta) is 7.76 / 7.76 eV. As for the total charge: +1.

Last columns: bonded neighbours and bond lengths (Å).
Geometry (Å):
1 C -0.268 -0.629 0.699  C2 1.331, C3 1.616, H7 1.034
2 C 0.729 -1.305 0.132  C1 1.331, Cl6 1.561
3 C -0.748 0.701 -0.082  C1 1.616, N4 1.440, H8 1.114, H9 1.100
4 N 0.444 0.716 -0.889  C3 1.440, O5 1.195
5 O 1.242 1.604 -0.830  N4 1.195
6 Cl 1.617 -2.449 -0.453  C2 1.561
7 H -0.422 -0.626 1.722  C1 1.034
8 H -1.544 0.406 -0.803  C3 1.114
9 H -1.050 1.583 0.503  C3 1.100

Results of the Mulliken charge analysis, in e, for atoms 1 through 5: atom 1 (C): -0.337, atom 2 (C): 0.479, atom 3 (C): -0.093, atom 4 (N): 0.091, atom 5 (O): -0.236

---

Energies relative to the minimum, kJ/mol: 1 7.6; 2 0.0